(1)
Computed, not measured: a structure of composition C32H38CrF2N4Si at a distorted geometry, with ωB97M-V/def2-TZVPD.

Geometry as ORCA input:
```
! RIJCOSX wB97M-V def2-TZVPD def2/J DEFGRID3
* xyz 0 5
Cr -15.957 -4.283 5.975
N -16.028 -2.655 7.578
C -16.516 -3.291 8.799
C -15.533 -4.392 9.235
N -15.517 -5.481 8.254
H -15.280 -2.022 7.768
H -16.828 -2.081 7.221
H -17.484 -3.762 8.647
H -16.659 -2.628 9.688
H -15.828 -4.771 10.195
H -14.545 -3.896 9.378
H -16.318 -6.075 8.464
H -14.701 -6.043 8.232
C -18.067 -4.401 5.834
Si -18.900 -3.132 4.871
C -18.794 -1.319 5.554
N -17.544 -0.662 6.048
C -17.863 0.743 6.352
C -16.768 1.311 7.313
C -15.401 0.862 6.831
C -15.354 0.482 5.363
C -16.404 -0.584 5.062
C -20.797 -3.307 4.977
C -21.554 -2.764 3.965
C -22.925 -2.660 4.135
C -23.516 -3.150 5.275
C -22.724 -3.575 6.367
C -21.347 -3.646 6.216
C -18.515 -3.228 2.976
C -18.333 -2.094 2.201
C -18.108 -2.115 0.849
C -18.265 -3.328 0.168
C -18.610 -4.458 0.840
C -18.687 -4.410 2.261
H -18.357 -5.354 5.359
H -18.590 -4.288 6.753
H -19.455 -1.357 6.430
H -19.334 -0.773 4.811
H -18.854 0.755 6.776
H -17.886 1.483 5.466
H -17.045 0.759 8.231
H -16.851 2.347 7.406
H -15.186 0.025 7.525
H -14.605 1.605 7.093
H -14.338 0.079 5.136
H -15.409 1.463 4.818
H -16.009 -1.622 5.015
H -16.787 -0.464 4.049
H -20.989 -2.359 3.129
H -23.503 -2.303 3.252
H -24.593 -3.111 5.442
H -23.209 -3.887 7.254
H -20.830 -4.106 7.039
H -18.276 -1.147 2.783
H -17.840 -1.251 0.187
H -18.108 -3.326 -0.899
H -18.761 -5.426 0.317
H -18.847 -5.350 2.662
F -16.944 -7.688 1.792
C -16.044 -6.849 2.384
C -16.365 -6.410 3.657
C -15.484 -5.617 4.384
C -14.282 -5.237 3.680
C -14.064 -5.690 2.343
F -12.949 -5.315 1.599
C -14.902 -6.545 1.710
C -13.301 -4.580 4.585
C -11.916 -4.458 4.310
C -11.061 -4.004 5.231
C -11.487 -3.765 6.509
C -12.874 -3.769 6.759
N -13.769 -4.134 5.796
H -17.337 -6.694 4.131
H -14.662 -6.878 0.723
H -11.631 -4.737 3.276
H -10.027 -3.824 4.923
H -10.807 -3.464 7.300
H -13.271 -3.347 7.649
*
```

As for the HOMO energy (spin up / spin down): -7.085 / -8.041 eV. Its expectation value of S² is 6.028. The value obtained for the energy above the lowest of the compared OMol25 structures with the same formula, charge and spin is 0.000 eV.

Atom charges from the Mulliken analysis, given in e for atoms 1 to 8: Cr -0.662; N 0.100; C -0.295; C -0.811; N -0.305; H 0.104; H 0.029; H 0.165

---

(2)
Computed, not measured: a structure of composition C32H38CuN12S, with ωB97M-V/def2-TZVPD.

Geometry as ORCA input:
```
! RIJCOSX wB97M-V def2-TZVPD def2/J DEFGRID3
* xyz 0 2
Cu -0.176 0.026 -0.111
C 0.918 2.525 1.006
N 1.376 1.824 2.176
C 2.653 2.188 2.761
C 2.718 1.245 3.947
N 1.874 0.133 3.525
C 1.583 -0.837 4.563
C 1.027 0.546 2.514
N 0.078 -0.104 1.914
C -0.279 -1.450 2.335
C -1.479 -1.950 1.537
N -1.105 -1.963 0.140
C -1.782 -2.599 -0.746
N -3.030 -3.181 -0.654
C -4.074 -2.615 0.188
C -3.457 -3.611 -1.981
C -2.155 -3.686 -2.766
N -1.293 -2.792 -2.023
C 0.126 -2.852 -2.281
H 1.070 3.593 1.162
H -0.144 2.354 0.862
H 1.469 2.231 0.104
H 2.654 3.238 3.054
H 3.475 2.011 2.060
H 2.311 1.710 4.855
H 3.729 0.894 4.151
H 2.448 -0.867 5.224
H 1.446 -1.836 4.163
H 0.709 -0.559 5.163
H -0.549 -1.480 3.392
H 0.557 -2.140 2.163
H -2.330 -1.290 1.739
H -1.728 -2.960 1.887
H -4.205 -1.545 0.003
H -3.863 -2.770 1.243
H -5.002 -3.135 -0.043
H -4.141 -2.872 -2.418
H -3.975 -4.569 -1.928
H -2.271 -3.350 -3.798
H -1.744 -4.704 -2.781
H 0.320 -2.530 -3.307
H 0.506 -3.873 -2.156
H 0.658 -2.198 -1.598
S -2.449 0.885 0.158
C -2.412 2.596 -0.275
C -2.345 3.573 0.723
C -2.333 4.920 0.405
C -2.384 5.328 -0.920
C -2.453 4.371 -1.923
C -2.468 3.023 -1.604
H -2.308 3.254 1.757
H -2.285 5.657 1.197
H -2.379 6.381 -1.170
H -2.499 4.676 -2.961
H -2.530 2.285 -2.392
N 5.482 1.880 -0.464
C 4.780 1.065 -0.038
N 4.033 0.136 0.532
C 2.877 -0.122 0.052
N 1.812 -0.427 -0.326
N 0.975 0.897 -7.117
C 0.646 0.713 -8.442
C 1.333 0.965 -9.625
C 0.673 0.660 -10.797
C -0.626 0.125 -10.796
C -1.302 -0.119 -9.620
C -0.651 0.182 -8.423
N -1.090 0.047 -7.120
C -0.102 0.477 -6.382
C -0.132 0.509 -4.917
C 0.961 0.898 -4.149
C 0.858 0.862 -2.772
N -0.253 0.488 -2.135
C -1.313 0.147 -2.871
C -1.295 0.136 -4.252
H 1.845 1.249 -6.761
H 2.333 1.377 -9.633
H 1.167 0.837 -11.744
H -1.102 -0.096 -11.742
H -2.302 -0.528 -9.611
H 1.898 1.213 -4.585
H 1.698 1.133 -2.150
H -2.201 -0.096 -2.306
H -2.170 -0.154 -4.813
*
```

As for the HOMO energy (spin up / spin down): -7.335 / -7.557 eV. Its expectation value of S² is 0.757. The value obtained for the energy above the lowest of the compared OMol25 structures with the same formula, charge and spin is 0.033 eV.

Atom charges from the Mulliken analysis, given in e for atoms 1 to 8: Cu -0.469; C -0.698; N 0.133; C -0.432; C -0.720; N 0.074; C -1.133; C 0.445

---

(3)
Computed, not measured: a cluster of 4 separate species, C32H39BBrF24N2O8S in total at a distorted geometry, with ωB97M-V/def2-TZVPD.

Geometry as ORCA input:
```
! RIJCOSX wB97M-V def2-TZVPD def2/J DEFGRID3
* xyz -1 1
C -0.586 5.615 -4.017
C -1.752 4.566 -3.488
C -1.078 3.095 -3.059
Br -2.230 1.700 -3.901
C -0.864 2.949 -1.425
C -2.095 3.378 -0.413
C -3.599 3.062 -0.963
O 0.055 4.118 -1.198
B 1.527 3.859 -1.253
C 2.465 4.744 -2.270
C 3.439 4.181 -3.446
C 4.303 5.208 -4.322
N 4.390 6.695 -4.321
C 3.491 7.159 -3.228
C 2.564 6.367 -2.189
O 1.514 2.359 -1.398
C 0.222 1.794 -0.884
C 0.423 1.603 0.730
C 1.947 1.320 1.239
O 2.861 0.521 0.690
N 2.417 2.122 2.471
C 2.721 1.210 3.638
C 3.661 2.931 2.147
S -0.193 -0.002 -1.392
C -2.037 -0.365 -1.040
O 0.226 -0.334 -2.845
O 0.565 -1.054 -0.490
H -0.133 6.136 -3.046
H 0.299 5.070 -4.577
H -1.030 6.496 -4.673
H -2.353 5.065 -2.618
H -2.432 4.340 -4.441
H -0.050 3.066 -3.667
H -2.031 4.563 -0.282
H -2.015 2.937 0.668
H -3.805 1.940 -1.232
H -3.897 3.686 -1.936
H -4.374 3.362 -0.129
H 2.035 3.958 -0.185
H 3.508 3.023 -3.648
H 5.017 4.700 -5.136
H 3.470 8.350 -3.116
H 1.952 6.952 -1.368
H -0.364 0.799 1.106
H 0.075 2.628 1.233
H 2.594 1.878 4.619
H 1.978 0.313 3.756
H 3.865 0.887 3.642
H 3.443 3.919 1.532
H 4.141 3.284 3.181
H 4.503 2.336 1.593
H -2.163 -1.376 -0.417
H -2.450 0.488 -0.330
H -2.664 -0.515 -2.017
C -2.533 -5.848 0.298
C -1.417 -6.815 0.722
C -1.229 -6.965 2.228
F -0.917 -5.796 2.837
F -0.202 -7.817 2.499
F -0.258 -6.454 0.108
F -1.735 -8.047 0.210
O -2.129 -4.515 -0.031
C -1.963 -3.637 1.082
C -0.504 -3.205 1.288
F 0.322 -4.269 1.441
F -0.373 -2.451 2.413
F -2.509 -4.207 2.182
F -2.728 -2.545 0.809
H -2.944 -6.242 -0.639
H -3.382 -5.858 0.993
H -2.127 -7.374 2.699
H -0.146 -2.619 0.439
C -6.517 -4.065 3.807
C -6.467 -3.796 2.295
C -5.866 -2.451 1.898
F -6.548 -1.400 2.410
F -5.893 -2.297 0.546
F -7.712 -3.960 1.773
F -5.701 -4.786 1.735
O -7.755 -3.778 4.464
C -7.949 -2.412 4.829
C -9.092 -1.743 4.051
F -8.904 -1.818 2.711
F -9.179 -0.419 4.355
F -6.772 -1.752 4.715
F -8.245 -2.421 6.157
H -6.392 -5.148 3.933
H -5.662 -3.631 4.338
H -4.822 -2.377 2.215
H -10.050 -2.212 4.285
C 5.506 -0.810 -1.128
C 6.385 0.225 -1.847
C 7.086 -0.282 -3.103
F 7.916 -1.323 -2.857
F 7.859 0.698 -3.646
F 7.272 0.748 -0.958
F 5.569 1.267 -2.206
O 6.104 -1.497 -0.025
C 6.919 -2.617 -0.373
C 8.403 -2.398 -0.048
F 8.896 -1.291 -0.654
F 9.157 -3.444 -0.484
F 6.700 -2.937 -1.670
F 6.441 -3.663 0.355
H 4.676 -0.252 -0.678
H 5.020 -1.503 -1.826
H 6.361 -0.587 -3.863
H 8.556 -2.291 1.028
*
```

As for the HOMO energy: -5.706 eV.

Atom charges from the Mulliken analysis, given in e for atoms 1 to 8: C -0.758; C -0.345; C -0.340; Br -0.140; C 0.435; C -0.632; C -0.917; O -0.743